Entry 1:
# C34H39N3O3PPt

A structure of composition C34H39N3O3PPt at a distorted geometry (the ωB97M-V functional and the def2-TZVPD basis, the OMol25 dataset).

The geometry in XYZ format:
```
81
Properties=species:S:1:pos:R:3:forces:R:3:lowdin_charge:R:1
Pt 0.145804 0.428526 -0.494468 0.223 -0.174 -0.188 0.904
C -2.969681 -0.760493 -2.908012 0.214 -0.128 -0.187 -0.047
C -1.715475 -0.905225 -3.768083 0.121 0.061 0.248 -0.365
C -1.078990 0.446321 -4.079260 -0.006 -0.259 -0.031 -0.068
C -0.677076 -1.811437 -3.077644 -0.075 -0.081 -0.746 -0.265
C -1.069206 -3.305861 -3.143383 0.012 0.340 -0.611 -0.064
O -1.096798 -3.720657 -1.786842 0.013 -0.209 0.490 0.030
C -0.774955 -2.672316 -1.023174 0.017 0.126 -0.294 -0.322
N -0.532726 -1.570877 -1.636728 0.188 1.042 1.412 0.045
C -0.690392 -3.043136 0.395172 0.023 -0.190 0.541 -0.127
C -1.532657 -4.074520 0.814839 -0.008 0.066 -0.068 0.003
C -1.381383 -4.659711 2.056547 0.038 0.122 0.024 -0.037
C -0.337287 -4.260785 2.874983 -0.070 -0.118 -0.104 -0.038
C 0.500041 -3.235757 2.476791 0.101 0.100 -0.121 -0.073
C 0.306693 -2.577501 1.263466 -0.361 0.214 -0.237 -0.260
P 1.379215 -1.180050 0.783071 -0.199 0.955 -0.300 1.024
C 2.763104 -2.106444 0.041947 -0.123 0.427 -0.258 -0.334
C 3.745051 -2.713069 0.821667 -0.101 0.022 0.023 -0.080
C 4.734272 -3.464179 0.211900 0.002 -0.063 0.066 -0.057
C 4.731415 -3.647524 -1.161985 -0.010 0.018 -0.014 -0.061
C 3.746737 -3.057039 -1.936548 0.036 -0.055 -0.057 -0.064
C 2.775636 -2.274091 -1.339350 -0.058 0.133 0.085 -0.091
C 2.015373 -0.555923 2.363356 -0.074 0.248 -0.073 -0.374
C 1.202433 -0.486676 3.496231 0.026 -0.029 -0.209 -0.113
C 1.711663 -0.002120 4.687082 -0.027 0.001 0.042 -0.056
C 3.019972 0.450373 4.751747 0.035 0.013 -0.140 -0.058
C 3.815144 0.438799 3.615257 0.004 -0.039 0.096 -0.066
C 3.314161 -0.053843 2.423460 -0.100 -0.153 -0.101 -0.106
H -3.752515 -0.248318 -3.461584 -0.069 0.065 -0.010 0.091
H -2.736445 -0.190834 -2.013441 -0.063 0.018 0.080 0.044
H -3.356334 -1.730228 -2.599425 -0.116 -0.106 0.053 0.083
H -1.982113 -1.394421 -4.712544 0.029 -0.027 0.105 0.142
H -0.445161 0.738218 -3.242595 -0.010 0.140 -0.141 0.031
H -1.841225 1.203715 -4.236048 -0.031 0.183 -0.008 0.083
H -0.467529 0.386966 -4.975587 0.134 0.021 -0.083 0.087
H 0.295311 -1.641142 -3.556116 -0.078 -0.026 0.072 0.144
H -0.349953 -3.925862 -3.685213 -0.091 0.105 0.112 0.139
H -2.065051 -3.459115 -3.567143 0.104 0.043 0.013 0.133
H -2.305960 -4.421700 0.149238 -0.047 -0.067 -0.071 0.126
H -2.055607 -5.441263 2.368454 -0.058 -0.082 0.028 0.116
H -0.170043 -4.755246 3.818838 0.030 -0.025 0.114 0.117
H 1.324470 -2.953699 3.114775 -0.039 0.049 0.038 0.108
H 3.750277 -2.590058 1.896357 0.007 -0.017 -0.003 0.108
H 5.509699 -3.909432 0.816330 0.057 -0.067 0.046 0.112
H 5.501665 -4.243017 -1.627978 0.060 -0.049 -0.037 0.112
H 3.740615 -3.199388 -3.005908 0.030 0.018 -0.123 0.109
H 2.026411 -1.771851 -1.935825 0.004 0.011 -0.080 0.075
H 0.178767 -0.833015 3.449231 -0.031 0.030 0.057 0.112
H 1.091132 0.007599 5.570509 -0.077 0.062 0.045 0.113
H 3.412926 0.828652 5.681398 0.066 0.032 0.125 0.111
H 4.826464 0.810597 3.659974 0.103 0.061 -0.019 0.114
H 3.926122 -0.054874 1.532658 0.114 0.025 -0.006 0.118
C 0.096732 4.361282 0.862003 0.002 -0.658 0.072 -0.022
C 0.556819 2.931035 1.246329 -0.069 0.959 1.831 -0.729
C 1.784007 3.109981 2.179282 -0.547 -0.199 -0.328 -0.023
C -0.571623 2.201050 2.002450 0.217 0.165 -0.143 -0.035
O 0.958846 2.258110 0.128820 -0.157 -2.743 -2.034 -0.328
H 0.008963 4.972621 1.754707 -0.061 0.129 0.098 0.087
H -0.867789 4.334658 0.366329 -0.160 0.054 -0.083 0.052
H 0.830270 4.807675 0.197473 0.118 0.100 -0.082 0.090
H 1.527549 3.777340 2.995364 0.072 0.076 0.237 0.083
H 2.611389 3.534013 1.615481 0.072 0.058 -0.072 0.090
H 2.088616 2.148921 2.575280 0.054 -0.085 0.116 0.041
H -1.541630 2.464820 1.587424 -0.167 -0.077 -0.022 0.064
H -0.571490 2.471930 3.053945 -0.061 0.030 0.181 0.089
H -0.432751 1.115979 1.913210 -0.021 0.226 0.166 0.032
N -5.597743 4.134172 -0.736923 -0.324 0.219 -0.087 0.187
C -4.639038 3.310709 -0.270403 0.118 -0.038 0.018 -0.509
O -4.787053 2.604183 0.704525 -0.065 -0.150 0.093 0.076
C -3.332133 3.310969 -1.001615 0.321 -0.027 -0.151 -0.104
C -2.802258 4.384193 -1.709818 0.109 -0.410 0.086 0.010
C -1.518045 4.256466 -2.220151 -0.074 -0.179 -0.118 -0.028
C -0.823562 3.073825 -2.028886 0.136 0.326 -0.173 -0.140
N -1.344536 2.033009 -1.379848 0.900 -0.664 0.611 -0.026
C -2.558336 2.160159 -0.867238 -0.431 -0.067 0.196 -0.089
H -6.490055 4.106815 -0.271033 0.012 0.047 0.000 0.122
H -5.532540 4.627227 -1.609244 0.056 -0.075 0.018 0.103
H -3.348074 5.308688 -1.831675 -0.030 0.070 0.034 0.122
H -1.045954 5.073290 -2.740775 0.069 0.055 -0.073 0.119
H 0.194700 2.962743 -2.373315 0.012 0.020 -0.006 0.124
H -2.959293 1.327066 -0.302091 0.039 0.054 0.021 0.127
```
Positions in Å, forces in eV/Å.

Results
- Frontier orbital gap: 0.28543 Ha
- HOMO level: -10.8 eV
- Total charge: +1
- E_LUMO: -3.0 eV
- Spin multiplicity: 1

***

Entry 2:
# C2H9N3

A cluster of 2 separate species, C2H9N3 in total at a distorted geometry (the ωB97M-V functional and the def2-TZVPD basis, the OMol25 dataset).

The geometry in XYZ format:
```
14
Properties=species:S:1:pos:R:3:forces:R:3:lowdin_spin:R:1
C 2.524016 2.110644 1.510330 -1.612 0.793 -0.097 0.108
N 2.737199 3.123235 0.423482 -3.999 -5.068 0.685 0.758
H 1.697913 1.373765 1.160702 1.537 1.169 0.446 0.016
H 1.970234 2.698429 2.364633 1.239 -0.978 -0.970 0.059
H 3.489016 1.607756 1.818047 -1.079 0.920 -0.121 0.018
H 3.643574 3.337790 0.227946 3.345 1.619 -0.687 0.026
H 2.139367 2.825242 -0.395865 0.577 1.531 0.728 0.016
N -2.578108 -1.429785 -0.667285 0.393 1.048 4.026 0.000
C -2.804562 -2.662997 -1.259689 0.631 -2.563 -2.279 0.000
N -1.952581 -3.652490 -1.304211 -0.344 2.988 0.876 0.000
H -1.907895 -1.393131 0.160474 -0.220 -0.839 -1.938 0.000
H -3.368180 -0.970006 -0.149409 0.130 -0.870 -1.638 0.000
H -3.753798 -2.585926 -1.873044 0.870 -0.366 0.531 0.000
H -1.836194 -4.382527 -2.016110 -1.466 0.616 0.439 0.000
```
Positions in Å, forces in eV/Å.

Results
- Frontier orbital gap (alpha / beta): 0.25851 / 0.06129 Ha
- HOMO level (alpha / beta): -11.2 / -11.2 eV
- Energy relative to the best compared isomer or geometry (same formula, charge and spin): 46.0 kcal per mole
- Total charge: +1
- <S²>: 0.75
- E_LUMO (alpha / beta): -4.1 / -9.5 eV
- Spin multiplicity: 2

***

Entry 3:
# C20H39FN5RuSSe2Te2

A structure of composition C20H39FN5RuSSe2Te2 at a distorted geometry (the ωB97M-V functional and the def2-TZVPD basis, the OMol25 dataset).

The geometry in XYZ format:
```
71
Properties=species:S:1:pos:R:3:forces:R:3:lowdin_spin:R:1
Ru 1.918140 -2.196902 0.104254 -1.732 1.351 -2.894 2.000
N 2.367906 -3.047992 1.797763 1.658 -1.695 2.153 0.069
C 1.517296 -2.704985 2.924064 0.066 -0.005 1.397 0.036
C 0.108515 -3.285635 2.859391 -0.521 0.452 0.548 0.008
N -0.588059 -3.188808 1.581650 -0.049 -0.122 -0.073 0.059
C -1.731127 -4.110503 1.557083 0.168 -0.550 -1.202 0.006
C -2.816240 -3.590240 0.628100 -0.662 -0.042 1.131 0.001
N -2.392324 -3.459761 -0.725391 0.365 -0.301 -1.823 0.005
H 3.334626 -2.772854 2.031022 -0.463 -0.129 -0.087 0.006
H 2.387823 -4.097309 1.659903 -0.043 0.684 0.366 0.007
H 1.993743 -3.108034 3.857084 -0.478 0.442 -0.519 0.005
H 1.507579 -1.612148 3.000583 -0.103 -0.112 0.051 0.008
H 0.151972 -4.339715 3.190225 -0.057 0.324 -0.568 0.002
H -0.506940 -2.767142 3.629040 0.467 -0.231 0.002 0.003
H -0.885487 -2.245751 1.286920 0.299 -0.520 0.665 0.004
H -1.384353 -5.072602 1.143582 0.074 0.101 0.114 0.002
H -2.149433 -4.371588 2.531576 0.001 0.504 0.293 0.002
H -3.701699 -4.254608 0.678042 0.350 0.297 0.308 0.000
H -3.111417 -2.593844 1.013320 -0.176 -0.283 -0.018 0.000
H -1.476613 -3.878160 -0.927308 -0.567 0.180 0.205 0.017
H -3.087484 -3.840605 -1.379889 0.694 0.294 0.432 0.000
Se 2.003509 -6.112716 0.854971 -0.110 -0.117 -0.214 0.454
Te 1.651556 -4.583186 -1.000794 -0.589 -0.629 -0.100 0.510
Te 4.044815 -2.362653 -1.252737 1.256 0.896 -0.350 0.541
Se 3.363013 -0.207981 -0.032691 0.883 -0.133 0.097 0.106
C -1.602457 -1.304903 -5.235935 -0.422 0.031 -0.233 0.000
C -0.463689 -0.337243 -5.663053 -0.290 -0.346 0.157 0.000
C 0.957359 -0.948356 -5.512886 -0.448 0.369 -0.502 0.001
C 1.553102 -0.924832 -4.097637 -0.691 -0.719 -0.452 0.004
N 1.422147 0.362348 -3.428448 0.025 -0.449 -0.165 0.009
C 0.857467 0.536384 -2.233494 0.796 -0.638 1.419 0.024
S 0.384142 -0.909563 -1.280246 -1.226 1.311 -0.726 0.095
N 0.754905 1.799932 -1.794043 -0.635 -0.371 0.085 0.008
C 0.189521 2.312359 -0.510244 1.232 -0.781 -0.932 0.006
C 0.379124 3.849506 -0.505948 -0.370 -0.090 -0.686 0.000
C -0.863598 4.650941 -0.979873 -0.609 0.660 1.387 0.000
C -1.238515 4.592785 -2.496021 0.968 -0.004 0.675 0.000
H -2.599748 -0.841354 -5.377663 0.545 -0.053 0.113 0.000
H -1.536963 -1.582835 -4.174788 0.142 0.168 -0.176 0.000
H -1.658189 -2.255982 -5.801348 0.406 0.503 0.068 0.000
H -0.565626 0.557822 -5.046716 0.146 0.039 0.205 0.000
H -0.625839 0.062038 -6.680312 0.108 -0.574 0.220 0.000
H 1.638253 -0.473769 -6.243528 -0.185 -0.154 0.325 0.000
H 0.877163 -2.012140 -5.780013 0.240 0.243 -0.115 0.000
H 2.580621 -1.299252 -4.154403 -0.010 0.401 0.303 0.006
H 0.983571 -1.653029 -3.506165 0.311 0.336 0.023 0.000
H 1.747865 1.175502 -3.929744 -0.019 0.032 0.017 0.001
H 0.966141 2.547837 -2.430947 0.175 -0.079 -0.369 0.000
H 0.816753 1.831619 0.268569 -0.734 0.275 -0.151 0.003
H -0.851103 1.953599 -0.490267 0.271 0.401 0.509 0.001
H 1.170688 4.171672 -1.213257 0.117 -0.529 0.514 0.000
H 0.727406 4.116427 0.505357 -0.446 0.258 -0.422 0.000
H -0.705658 5.704940 -0.582478 -0.297 -1.049 -0.877 0.000
H -1.718507 4.254104 -0.388147 0.276 0.387 -0.357 0.000
H -0.313262 4.678292 -3.090179 -0.272 0.068 0.021 0.000
H -1.910918 5.404727 -2.821085 0.202 -0.437 0.350 0.000
H -1.679001 3.618169 -2.727449 -0.074 0.184 -0.050 0.000
F -0.164658 5.316919 6.836673 0.098 -0.655 -0.259 0.040
C -0.160193 4.216415 6.033501 0.228 -0.043 -0.143 0.138
C -1.379314 3.719444 5.589563 0.675 -0.250 -0.365 -0.018
C -1.378992 2.690283 4.659141 -0.005 -0.147 -0.527 0.137
C -0.168727 2.133045 4.162883 0.380 0.575 0.231 0.046
C -0.151251 1.232030 3.091035 -0.178 -0.518 -0.516 0.495
C 1.056038 2.641103 4.720636 -0.460 -0.576 -0.443 0.114
C 1.071366 3.663898 5.628714 -1.183 0.456 0.210 -0.020
H -2.275558 4.192490 5.921809 -0.514 0.164 0.150 -0.004
H -2.287473 2.329769 4.163879 0.106 0.260 0.549 0.004
H 0.766074 0.833265 2.654664 -0.056 0.247 0.332 0.029
H -1.056935 0.896828 2.569717 0.226 0.273 0.473 0.027
H 1.969981 2.196940 4.354490 0.208 0.092 0.065 0.004
H 1.967153 4.105547 6.005928 0.510 0.070 0.150 -0.004
```
Positions in Å, forces in eV/Å.

Results
- Frontier orbital gap (alpha / beta): 0.22018 / 0.19749 Ha
- HOMO level (alpha / beta): -5.9 / -6.8 eV
- <S²>: 8.83
- E_LUMO (alpha / beta): 0.0 / -1.4 eV
- Spin multiplicity: 6

***

The lowest spin multiplicity belongs to which entry?
C34H39N3O3PPt